Entry 1:
{"formula": "C2H3ClFI", "method": "ωB97M-V with the def2-TZVPD basis set", "e_above_lowest_ev": 1.858, "e_tot_ha": -935.66556, "largest_force_ha_per_bohr": 0.0547, "elements": ["C", "C", "F", "Cl", "I", "H", "H", "H"], "xyz": [[-0.78465, -0.40456, 0.09048], [0.54819, 0.12024, -0.39186], [0.50760, 0.64575, -1.54910], [0.86002, 2.44408, 0.98682], [2.17947, -0.86622, 0.36638], [-0.73099, -0.77466, 1.14636], [-1.63000, 0.27628, -0.13692], [-0.94964, -1.44092, -0.51217]]}

***

Entry 2:
{"formula": "C3H8N2S", "method": "ωB97M-V with the def2-TZVPD basis set", "e_above_lowest_ev": 2.068, "e_tot_ha": -626.74727, "smiles": "N[C@@H]1C(S)[C@H]1N", "largest_force_ha_per_bohr": 0.0412, "elements": ["N", "C", "C", "S", "C", "N", "H", "H", "H", "H", "H", "H", "H", "H"], "xyz": [[0.64804, 1.67937, -0.21777], [0.01886, 0.55492, 0.49275], [0.68185, -0.82234, 0.56538], [2.35187, -0.95192, -0.08663], [-0.43408, -0.61789, -0.36255], [-1.70431, -1.23601, -0.09042], [1.12865, 2.38126, 0.41493], [-0.11405, 2.13013, -0.76441], [-0.70536, 0.86242, 1.30420], [0.47934, -1.63477, 1.24291], [2.34746, 0.28631, -0.62302], [-0.19005, -0.57862, -1.44529], [-2.23922, -0.58955, 0.49093], [-2.26900, -1.46330, -0.92100]]}

***

Entry 3:
{"formula": "C6H24KO9", "method": "ωB97M-V with the def2-TZVPD basis set", "e_above_lowest_ev": 0.316, "e_tot_ha": -1519.84274, "charge": 1, "largest_force_ha_per_bohr": 0.0587, "elements": ["K", "O", "H", "H", "O", "H", "H", "O", "H", "H", "C", "C", "O", "O", "H", "H", "H", "H", "H", "H", "C", "C", "O", "O", "H", "H", "H", "H", "H", "H", "C", "C", "O", "O", "H", "H", "H", "H", "H", "H"], "xyz": [[-1.00415, 0.87142, -0.56576], [0.37686, 2.54900, 1.31807], [0.31198, 3.47332, 1.41941], [1.23299, 2.36596, 1.70835], [-1.34306, -1.39490, -2.60276], [-1.60095, -2.21753, -2.21966], [-2.20373, -1.02568, -2.42330], [-3.16691, 0.75327, -1.88579], [-3.33417, 1.69806, -1.88912], [-4.12554, 0.54314, -1.96011], [2.16245, -1.24216, 1.02787], [2.91220, -2.24823, 0.21097], [4.19163, -2.35497, 0.69927], [0.92341, -1.01933, 0.38379], [2.65391, -0.33411, 1.23751], [2.05851, -1.57836, 2.01823], [2.97962, -2.06502, -0.82983], [2.32994, -3.18488, 0.21889], [4.41596, -3.28497, 0.88162], [0.45260, -1.90235, 0.49489], [3.61181, 2.16815, -1.99402], [2.46103, 1.49075, -1.32225], [1.40449, 1.15482, -2.18368], [4.81346, 2.15068, -1.18571], [3.36756, 3.22760, -2.22829], [3.82112, 1.64146, -2.96522], [2.10244, 2.21678, -0.64299], [2.84878, 0.71839, -0.77787], [1.70590, 0.58089, -2.92605], [5.03075, 1.23202, -0.92477], [-3.72933, -0.23539, 1.24363], [-4.42352, -0.89589, 2.39106], [-5.83662, -0.64336, 2.34444], [-2.39660, -0.16524, 1.66688], [-4.07099, 0.70582, 0.92235], [-3.89057, -0.72016, 0.33579], [-4.12746, -0.52711, 3.36959], [-4.24592, -1.95062, 2.44835], [-6.35164, -1.19585, 2.97492], [-2.31822, 0.64458, 2.21128]]}

***

Entry 4:
{"formula": "C6H9OP", "method": "ωB97M-V with the def2-TZVPD basis set", "e_above_lowest_ev": 0.492, "e_tot_ha": -650.52941, "smiles": "C=C1CPOC=C1C", "largest_force_ha_per_bohr": 0.0744, "elements": ["C", "C", "C", "P", "O", "C", "C", "C", "H", "H", "H", "H", "H", "H", "H", "H", "H"], "xyz": [[1.13303, -1.37535, 0.07894], [0.24140, -0.46386, 0.42495], [-0.88463, -0.62546, 1.48990], [-0.78081, 0.88315, 2.59856], [-0.97321, 2.07042, 1.45832], [-0.62447, 1.84589, 0.15425], [0.06464, 0.80808, -0.32195], [0.62766, 0.49024, -1.67669], [1.04930, -2.35984, 0.61397], [1.95107, -1.29103, -0.63239], [-1.96248, -0.66535, 1.09028], [-0.90708, -1.44281, 2.07836], [-2.18111, 0.81278, 2.99159], [-0.81477, 2.71221, -0.57542], [1.68100, 0.66329, -1.44753], [0.39610, 1.35191, -2.36212], [0.29866, -0.51628, -2.12726]]}

***

Entry 5:
{"formula": "CoF8N4O16S8", "method": "ωB97M-V with the def2-TZVPD basis set", "e_above_lowest_ev": 0.000, "e_tot_ha": -6790.15348, "charge": -2, "largest_force_ha_per_bohr": 0.1172, "spin_multiplicity": 4, "elements": ["Co", "N", "S", "O", "O", "F", "S", "O", "O", "F", "N", "S", "O", "O", "F", "S", "O", "O", "F", "N", "S", "O", "O", "F", "S", "O", "O", "F", "N", "S", "O", "O", "F", "S", "O", "O", "F"], "xyz": [[0.05657, 0.05467, 0.07260], [0.40418, 1.62019, -1.11487], [1.30924, 2.00791, -2.36568], [2.19939, 3.10393, -2.21009], [0.69662, 1.72812, -3.63766], [2.25791, 0.73971, -2.26364], [-0.48346, 3.06407, -1.04812], [-1.17368, 3.46573, -2.24074], [0.11933, 4.10199, -0.27002], [-1.58006, 2.38587, -0.10723], [0.01681, 0.36323, 2.05434], [-0.27507, 1.75810, 3.01090], [0.32504, 1.63985, 4.31636], [-1.53411, 2.38693, 2.81058], [0.79726, 2.58721, 2.19835], [-0.17647, -0.77904, 3.10410], [-1.40256, -0.82212, 3.84511], [1.00949, -1.21096, 3.77200], [-0.40663, -1.95035, 1.98557], [-1.63300, -0.61590, -0.75862], [-3.29502, -0.49431, -0.31126], [-4.22340, -1.51390, -0.70779], [-3.79649, 0.85938, -0.31299], [-3.02078, -0.73434, 1.24335], [-1.90626, -1.28598, -2.18710], [-2.41381, -0.29415, -3.09608], [-2.24366, -2.67256, -2.37448], [-0.34101, -1.42949, -2.57050], [1.50559, -1.32490, -0.00404], [1.65830, -2.98265, -0.43963], [1.84943, -3.99635, 0.59302], [2.29061, -3.17312, -1.69374], [0.13137, -3.24364, -0.77018], [3.02228, -1.09713, 0.29888], [3.89959, -1.14490, -0.81801], [3.48058, -1.60648, 1.56044], [2.87588, 0.50537, 0.43687]]}

***

Entry 6:
{"formula": "C2H10N3O", "method": "ωB97M-V with the def2-TZVPD basis set", "e_above_lowest_ev": 0.835, "e_tot_ha": -321.49434, "charge": 1, "largest_force_ha_per_bohr": 0.0488, "elements": ["C", "N", "C", "N", "N", "H", "H", "H", "H", "H", "H", "H", "H", "H", "H", "O"], "xyz": [[-2.42903, 0.08842, -0.87203], [-1.54033, 0.70920, 0.11054], [-0.36321, 0.16140, 0.46743], [0.07035, 0.24156, 1.72718], [0.38308, -0.45926, -0.45750], [-2.44347, -0.98388, -0.65283], [-2.21265, 0.12242, -1.94740], [-3.42381, 0.46101, -0.63637], [-1.78884, 1.53648, 0.62465], [1.07413, 0.26080, 1.83471], [-0.51957, 0.64487, 2.43661], [1.35726, -0.54576, -0.15892], [-0.01756, -0.85941, -1.27690], [3.56638, -1.21142, -0.25362], [3.60946, -0.33618, -1.54116], [3.12217, -0.51859, -0.74378]]}

***

Entry 7:
{"formula": "C28H35N4", "method": "ωB97M-V with the def2-TZVPD basis set", "e_above_lowest_ev": 2.952, "e_tot_ha": -1306.64973, "charge": 1, "largest_force_ha_per_bohr": 0.0218, "elements": ["C", "N", "C", "C", "C", "C", "C", "C", "C", "C", "C", "C", "C", "C", "N", "C", "C", "C", "C", "C", "C", "H", "H", "H", "H", "H", "H", "H", "H", "H", "H", "H", "H", "H", "H", "H", "H", "H", "H", "H", "H", "H", "H", "H", "C", "C", "C", "N", "C", "C", "C", "N", "C", "C", "C", "H", "H", "H", "H", "H", "H", "H", "H", "H", "H", "H", "H"], "xyz": [[-5.83629, -3.86592, -0.64523], [-5.82323, -2.55210, -1.26755], [-7.14004, -1.95849, -1.37496], [-4.70165, -1.73666, -1.08181], [-3.65686, -1.78768, -2.03820], [-2.49751, -1.08793, -1.81210], [-2.35342, -0.25423, -0.67077], [-1.24867, 0.63628, -0.60238], [-1.11839, 1.64021, 0.34893], [0.05566, 2.34684, 0.56395], [0.18867, 3.27478, 1.63291], [1.20992, 4.25962, 1.61288], [1.34978, 5.14764, 2.65463], [0.49116, 5.06887, 3.77893], [0.73107, 5.86974, 4.89598], [0.01622, 7.10745, 5.10974], [1.43056, 5.33969, 6.04815], [-0.56689, 4.13022, 3.78915], [-0.70694, 3.24246, 2.74024], [-3.36214, -0.31548, 0.34237], [-4.55174, -0.98090, 0.09906], [-4.82860, -4.29968, -0.66761], [-6.18376, -3.81553, 0.40231], [-6.52711, -4.50743, -1.20500], [-7.09693, -1.03938, -1.97150], [-7.79217, -2.68265, -1.87513], [-7.57170, -1.71474, -0.39040], [-3.79610, -2.39802, -2.93112], [-1.66733, -1.14817, -2.52014], [-0.50386, 0.57504, -1.39204], [-2.00232, 1.92740, 0.92766], [0.89583, 2.22069, -0.12487], [1.88164, 4.30734, 0.75955], [2.12605, 5.91150, 2.66067], [-0.32782, 7.51076, 4.14951], [-0.85309, 6.96557, 5.76814], [0.70439, 7.82027, 5.57741], [2.07821, 4.51171, 5.73863], [2.04931, 6.13125, 6.48427], [0.74005, 4.96886, 6.81810], [-1.25067, 4.10701, 4.64050], [-1.50140, 2.49377, 2.78007], [-3.18765, 0.17838, 1.30053], [-5.36923, -0.98543, 0.82608], [5.57223, -5.20001, -2.82933], [6.26154, -4.00361, -3.50321], [5.23438, -2.85327, -3.52381], [4.07027, -3.33976, -2.80009], [3.01592, -2.52262, -2.43894], [2.30487, -1.75458, -3.40050], [1.23357, -0.96036, -2.99104], [0.89593, -0.82122, -1.69776], [1.57576, -1.49785, -0.77164], [2.59671, -2.39455, -1.09447], [4.23890, -4.68061, -2.26559], [5.37227, -5.99311, -3.55622], [6.18578, -5.61693, -2.02788], [7.13794, -3.69423, -2.92184], [6.58562, -4.23776, -4.52036], [5.64405, -1.95142, -3.03947], [4.96351, -2.56504, -4.55043], [2.53135, -1.81247, -4.46564], [0.62775, -0.41684, -3.72223], [1.29390, -1.32369, 0.27174], [3.09532, -2.93184, -0.29417], [3.40203, -5.33138, -2.57160], [4.23537, -4.65975, -1.16503]]}

***

Entry 8:
{"formula": "H9O4", "method": "ωB97M-V with the def2-TZVPD basis set", "e_above_lowest_ev": 0.752, "e_tot_ha": -306.09882, "charge": 1, "largest_force_ha_per_bohr": 0.0451, "elements": ["O", "H", "H", "H", "O", "H", "H", "O", "H", "H", "O", "H", "H"], "xyz": [[0.23724, 0.37537, -0.70052], [0.59202, 0.96796, 0.02342], [0.62425, -0.63791, -0.80091], [-0.74815, 0.46614, -0.42050], [-2.22179, 0.19802, -0.05817], [-2.42982, 0.92677, 0.54798], [-2.98562, 0.27460, -0.58722], [1.03239, -1.93775, -0.89088], [1.08843, -2.22857, -1.81152], [0.28148, -2.33223, -0.42700], [1.27364, 1.51966, 1.49831], [2.11617, 1.15494, 1.21306], [1.13978, 1.25301, 2.41394]]}